This record from the Open Molecules 2025 dataset describes the molecule C16H20O6P2S3. The level of theory is ωB97M-V with the def2-TZVPD basis set.

The value obtained for the calculated total energy is -2950.58083 hartree. Its structure (SMILES) is COP(=S)(OC)Oc1ccc(Sc2ccc(OP(=S)(OC)OC)cc2)cc1. For the HOMO energy, the calculation gives -8.04 eV. The value obtained for the HOMO-LUMO gap is 8.6 eV. As for the energy above the lowest of the compared OMol25 structures with the same formula, charge and spin: 8.5 kJ/mol.

Element x y z (Å)
C: -5.850 -0.673 2.469
H: -5.695 0.333 2.862
H: -6.916 -0.838 2.291
H: -5.476 -1.409 3.182
O: -5.118 -0.842 1.267
P: -5.826 -0.678 -0.179
S: -7.716 -1.097 -0.233
O: -4.839 -1.564 -1.073
C: -4.968 -2.978 -1.038
H: -6.022 -3.264 -1.066
H: -4.454 -3.360 -1.919
H: -4.509 -3.377 -0.134
O: -5.454 0.792 -0.672
C: -4.191 1.340 -0.477
C: -4.027 2.297 0.512
C: -2.789 2.881 0.699
C: -1.718 2.509 -0.104
C: -1.894 1.563 -1.107
C: -3.129 0.970 -1.286
H: -3.282 0.230 -2.054
H: -1.065 1.289 -1.743
S: -0.166 3.336 0.135
C: 1.025 2.033 -0.021
C: 0.745 0.722 0.347
C: 1.734 -0.239 0.269
C: 3.008 0.108 -0.162
C: 3.292 1.416 -0.519
C: 2.302 2.376 -0.449
H: 2.515 3.398 -0.721
H: 4.287 1.674 -0.849
O: 3.953 -0.896 -0.220
P: 5.526 -0.656 -0.076
S: 6.149 0.561 1.315
O: 6.039 -2.163 0.046
C: 6.176 -2.785 1.315
H: 6.463 -2.048 2.071
H: 5.237 -3.258 1.606
H: 6.956 -3.539 1.215
O: 5.926 -0.315 -1.582
C: 7.250 0.106 -1.877
H: 7.906 -0.759 -1.987
H: 7.201 0.658 -2.816
H: 7.631 0.752 -1.082
H: 1.532 -1.261 0.552
H: -0.238 0.452 0.700
H: -2.644 3.627 1.466
H: -4.869 2.576 1.128